A molecular structure, C36H37MnN4O2P2, computed with ωB97M-V/def2-TZVPD.

As for the energy above the lowest of the compared OMol25 structures with the same formula, charge and spin: 117.9 kJ/mol. The LUMO energy (spin up / spin down) is -0.0772 / -0.0840 Ha. The expectation value of S² is 8.757. The total charge is +1. As for the total energy: -3597.149371 hartree. Its HOMO-LUMO gap (spin up / spin down) is 0.29912 / 0.30883 Eh. Its spin multiplicity is 6.

Last column: Löwdin charge in e.
Geometry (Å):
Mn  -0.3382  -0.9371  -0.6329  0.78
C  1.0338  1.4261  2.4869  -0.27
C  1.5199  -0.0112  2.3000  -0.32
P  1.8011  -0.5460  0.5699  0.99
C  2.5557  -2.1829  0.7614  -0.32
C  3.6280  -2.5728  0.0676  -0.06
C  4.0806  -3.9707  0.0360  -0.06
C  3.4092  -4.9432  0.6489  -0.05
C  2.1667  -4.6637  1.4315  -0.17
C  1.7377  -3.1706  1.5483  -0.19
C  3.0542  0.5566  -0.1039  -0.40
C  2.8873  0.9932  -1.4169  -0.13
C  3.8430  1.8097  -2.0097  -0.07
C  4.9577  2.1978  -1.2845  -0.06
C  5.1292  1.7652  0.0275  -0.06
C  4.1865  0.9400  0.6157  -0.08
C  -0.3855  1.7066  1.9806  -0.34
P  -0.5715  2.0142  0.1657  1.04
C  -2.3790  2.2517  0.0132  -0.40
C  -3.2253  2.4663  1.1000  -0.09
C  -4.5864  2.6261  0.9035  -0.07
C  -5.1180  2.5891  -0.3820  -0.08
C  -4.2787  2.3916  -1.4668  -0.08
C  -2.9149  2.2201  -1.2655  -0.11
C  0.0914  3.7150  0.0592  -0.35
C  -0.7251  4.8325  0.2160  -0.08
C  -0.1740  6.1046  0.1949  -0.07
C  1.1940  6.2729  0.0261  -0.08
C  2.0132  5.1646  -0.1267  -0.07
C  1.4626  3.8906  -0.1177  -0.10
H  1.7548  2.1351  2.0651  0.09
H  1.0388  1.6154  3.5626  0.12
H  0.7916  -0.7004  2.7363  0.09
H  2.4593  -0.1563  2.8412  0.09
H  4.1926  -1.8489  -0.5093  0.10
H  4.9874  -4.1941  -0.5112  0.11
H  3.7620  -5.9674  0.6096  0.11
H  2.2388  -5.1389  2.4108  0.15
H  1.6464  -2.8396  2.5843  0.14
H  1.9985  0.7055  -1.9684  0.09
H  3.7110  2.1504  -3.0281  0.11
H  5.7013  2.8381  -1.7406  0.11
H  6.0047  2.0669  0.5867  0.11
H  4.3365  0.5898  1.6296  0.11
H  -0.7296  2.6088  2.4942  0.09
H  -1.0559  0.8799  2.2361  0.06
H  -2.8349  2.4973  2.1066  0.10
H  -5.2345  2.7837  1.7549  0.11
H  -6.1815  2.7262  -0.5327  0.11
H  -4.6796  2.3698  -2.4729  0.11
H  -2.2672  2.0582  -2.1216  0.11
H  -1.7940  4.7115  0.3449  0.10
H  -0.8162  6.9680  0.3101  0.11
H  1.6184  7.2681  0.0116  0.11
H  3.0801  5.2922  -0.2595  0.11
H  2.1027  3.0286  -0.2455  0.06
C  -4.6266  -1.5438  -2.6597  0.00
N  -4.0969  -1.3784  -1.3111  -0.04
C  -4.9332  -1.3628  -0.2169  -0.04
C  -4.4833  -1.1840  1.0318  0.03
C  -3.0566  -1.0038  1.2637  -0.50
O  -2.5483  -0.8290  2.3624  0.02
N  -2.2720  -1.0546  0.1277  0.08
C  -2.7613  -1.2164  -1.1071  -0.54
O  -1.9309  -1.2124  -2.0715  -0.09
H  -5.5591  -0.9899  -2.7459  0.10
H  -4.8066  -2.5958  -2.8817  0.10
H  -3.9056  -1.1476  -3.3668  0.09
H  -5.9824  -1.4938  -0.4446  0.13
H  -5.1549  -1.1638  1.8757  0.12
C  0.2920  -3.8820  -2.7393  0.02
C  0.4091  -3.9987  -1.2601  -0.37
N  0.1357  -3.0328  -0.4421  0.01
C  0.3477  -3.5246  0.9265  -0.18
C  0.7943  -5.0080  0.7750  -0.15
N  0.7658  -5.1540  -0.6686  0.13
H  0.4960  -2.8605  -3.0516  0.08
H  -0.7278  -4.1265  -3.0380  0.10
H  0.9773  -4.5571  -3.2487  0.09
H  -0.5172  -3.3033  1.5510  0.15
H  0.2126  -5.7835  1.2692  0.15
H  1.0457  -5.9773  -1.1706  0.16